Entry 1:
Entry from the OMol25 dataset: Cl2Cu6O8 as an isolated structure (ωB97M-V with the def2-TZVPD basis set).

```
16
Properties=species:S:1:pos:R:3:lowdin_charge:R:1
O -1.536 6.064 0.053 -0.2987
O -2.170 3.915 -0.354 -0.3587
O 0.328 -1.404 0.751 -0.3792
Cu -2.840 1.655 3.637 0.9579
Cu 4.460 0.827 2.735 0.9487
O -0.331 4.265 0.930 -0.3758
O 0.805 -1.480 -1.655 -0.3725
Cu -2.527 -3.363 -4.766 0.9923
O 0.002 4.900 -1.278 -0.3292
O -0.851 -3.010 -0.452 -0.4485
O 1.432 -3.140 -0.383 -0.4099
Cl -0.988 4.742 -0.188 0.6277
Cl 0.410 -2.157 -0.436 0.6204
Cu 4.605 -1.162 -5.709 0.9995
Cu -1.719 -7.963 1.251 0.9985
Cu 0.922 -2.690 5.863 0.8276
```

Results
LUMO level = -12.8 eV
Gap between HOMO and LUMO = 1.5 eV
Charge = +4
Total energy = -11362.54047 Eh



Entry 2:
Entry from the OMol25 dataset: a 2-piece molecular cluster, Cl2FHOP overall (ωB97M-V with the def2-TZVPD basis set).

```
6
Properties=species:S:1:pos:R:3:lowdin_charge:R:1
P -0.605 0.062 -0.280 0.2069
Cl -1.719 -1.522 -0.287 0.5481
H 2.133 0.092 1.131 0.0160
O 1.380 -0.459 1.369 -0.0726
F 0.234 -0.006 -1.631 -0.2297
Cl -1.423 1.832 -0.303 0.5312
```

Results
ΔE to the lowest compared entry with this formula, charge and spin = 118.5 kcal/mol
LUMO level (alpha / beta) = -9.2 / -9.2 eV
Gap between HOMO and LUMO (alpha / beta) = 7.5 / 7.6 eV
Charge = +1
Total energy = -1437.06091 Eh



| no. | largest force on an atom (eV/Å) |
| --- | --- |
| 1 | 5.4 |
| 2 | 4.1 |